(1)
DFT (wB97M-V/def2-TZVPD) results for a cluster of 9 separate species, C27H58BF13N5O11 in total in a non-equilibrium geometry.

Computed properties:
Energy above the lowest of the compared OMol25 structures with the same formula, charge and spin, kJ/mol: 834.8
Net charge: +1
LUMO, eV: -4.17
Highest occupied orbital energy, eV: -5.2

Geometry (Å):
N: -14.113 -6.825 -18.847
H: -10.077 0.757 -18.151
C: -18.279 7.029 -13.699
O: -21.492 -9.457 -14.346
C: -6.301 0.592 -19.508
O: -5.351 0.929 -18.522
H: -23.150 3.159 -17.454
H: -15.376 3.460 -14.066
C: -19.675 6.469 -14.350
F: -15.291 -5.105 -25.501
O: -7.544 0.874 -18.900
H: -14.649 5.068 -14.164
H: -18.117 3.480 -26.592
C: -16.881 4.986 -13.778
H: -15.616 4.531 -15.480
H: -25.059 -1.747 -15.745
F: -15.177 -2.166 -14.753
H: -21.611 -6.355 -14.367
F: -20.774 7.035 -13.871
H: -19.009 -9.365 -16.131
H: -15.834 -1.475 -20.008
N: -24.623 0.148 -16.619
H: -12.414 -7.521 -16.293
F: -16.025 -5.504 -23.515
H: -14.346 -0.787 -19.304
N: -10.915 -3.846 -25.690
H: -14.134 -6.346 -19.736
C: -14.445 -8.265 -19.146
B: -15.275 -6.077 -24.598
H: -6.143 1.275 -20.342
C: -6.264 -0.858 -20.145
C: -16.908 -2.537 -16.416
H: -15.750 -0.110 -17.324
C: -16.238 -0.821 -17.991
C: -12.439 -6.545 -16.778
N: -20.011 -7.625 -13.862
C: -9.071 -3.279 -27.453
H: -10.672 -3.834 -23.493
H: -14.756 4.098 -24.430
O: -11.726 -6.713 -19.054
H: -15.425 -8.432 -19.592
H: -19.333 -7.144 -14.435
H: -14.766 -6.386 -18.214
C: -10.777 -3.142 -24.329
H: -17.288 -0.646 -18.228
H: -9.442 2.376 -17.867
H: -13.224 3.831 -25.218
C: -9.551 -4.238 -26.318
H: -11.629 -2.466 -24.252
H: -20.567 -9.754 -16.772
H: -9.322 -2.269 -27.130
H: -15.580 0.243 -19.805
C: -12.635 -6.655 -18.276
C: -21.265 -6.794 -13.431
H: -17.610 4.291 -14.194
C: -9.706 1.656 -18.642
C: -17.273 3.952 -27.095
O: -17.090 6.394 -14.181
F: -5.015 -1.184 -20.630
C: -24.163 -1.203 -16.046
O: -16.658 5.613 -25.444
F: -7.119 -0.952 -21.162
H: -24.824 -0.126 -17.570
F: -15.868 -7.215 -25.111
H: -10.520 2.237 -19.075
O: -8.967 -5.217 -25.898
H: -9.679 -3.378 -28.351
O: -18.000 8.407 -13.903
H: -19.466 -8.066 -13.135
H: -23.629 -1.782 -16.799
H: -14.117 -8.907 -18.328
H: -23.573 -1.154 -15.131
H: -24.638 2.421 -17.814
H: -21.997 -7.450 -12.959
H: -11.443 -6.181 -16.528
C: -23.494 1.199 -16.707
H: -14.292 5.219 -27.082
H: -9.860 -2.556 -24.379
C: -8.589 1.498 -19.595
H: -8.854 0.920 -20.480
H: -16.830 3.168 -27.709
H: -17.939 -2.260 -16.640
F: -14.068 -6.358 -24.102
C: -16.447 -1.911 -15.045
O: -22.311 0.871 -16.729
F: -19.605 6.557 -15.671
H: -8.312 2.477 -19.984
C: -20.032 -8.995 -16.200
H: -11.370 -3.181 -26.299
H: -20.940 -5.967 -12.800
C: -16.314 4.810 -26.309
H: -13.180 -5.952 -16.243
C: -15.434 -0.726 -19.325
H: -11.616 -4.572 -25.634
H: -20.036 -8.006 -16.657
O: -16.893 -3.959 -16.393
F: -17.174 -2.309 -14.018
H: -16.942 4.787 -12.708
H: -25.397 0.530 -16.094
C: -15.543 4.487 -14.393
H: -14.662 3.737 -27.055
F: -19.856 5.231 -14.004
O: -16.022 -2.135 -17.506
N: -14.773 4.562 -26.484
H: -17.677 4.637 -27.841
F: -16.615 -0.583 -15.111
H: -13.732 -8.518 -19.931
H: -7.988 -3.322 -27.577
C: -20.557 -8.779 -14.786
H: -18.451 6.836 -12.640
H: -24.384 3.053 -16.120
F: -6.607 -1.766 -19.255
C: -14.058 4.529 -25.147
C: -23.941 2.569 -16.990
H: -13.637 5.478 -24.815

Forces on atoms 1 to 6 (eV/Å):
0.7 -0.5 0.5
0.1 -0.1 -0.3
0.5 5.0 -0.7
3.4 2.8 -0.7
3.7 2.1 2.8
-1.6 -2.1 -2.8

Atom charges from the Mulliken analysis, given in e for atoms 1 to 99: atom 1 (N): -0.1243, atom 2 (H): 0.2937, atom 3 (C): -0.0464, atom 4 (O): -0.4266, atom 5 (C): -0.1767, atom 6 (O): -0.8916, atom 7 (H): 0.3164, atom 8 (H): 0.3683, atom 9 (C): 0.7095, atom 10 (F): -0.3797, atom 11 (O): -0.2061, atom 12 (H): 0.3215, atom 13 (H): 0.3154, atom 14 (C): -0.1102, atom 15 (H): 0.2835, atom 16 (H): 0.3802, atom 17 (F): -0.2618, atom 18 (H): 0.3366, atom 19 (F): -0.2909, atom 20 (H): 0.3405, atom 21 (H): 0.2952, atom 22 (N): -0.1288, atom 23 (H): 0.3052, atom 24 (F): -0.4566, atom 25 (H): 0.3166, atom 26 (N): -0.1279, atom 27 (H): 0.3657, atom 28 (C): -0.8575, atom 29 (B): 0.5995, atom 30 (H): 0.2443, atom 31 (C): 0.7357, atom 32 (C): -0.1006, atom 33 (H): 0.2604, atom 34 (C): -0.0834, atom 35 (C): -0.9900, atom 36 (N): -0.1838, atom 37 (C): -1.0236, atom 38 (H): 0.3147, atom 39 (H): 0.3329, atom 40 (O): -0.4027, atom 41 (H): 0.3491, atom 42 (H): 0.3514, atom 43 (H): 0.3397, atom 44 (C): -0.8068, atom 45 (H): 0.2352, atom 46 (H): 0.2989, atom 47 (H): 0.3661, atom 48 (C): 0.5447, atom 49 (H): 0.3464, atom 50 (H): 0.3209, atom 51 (H): 0.3615, atom 52 (H): 0.3841, atom 53 (C): 0.5449, atom 54 (C): -0.7522, atom 55 (H): 0.1905, atom 56 (C): -1.2863, atom 57 (C): -0.9624, atom 58 (O): -0.2352, atom 59 (F): -0.2837, atom 60 (C): -0.8342, atom 61 (O): -0.3775, atom 62 (F): -0.2960, atom 63 (H): 0.3790, atom 64 (F): -0.3824, atom 65 (H): 0.4118, atom 66 (O): -0.4003, atom 67 (H): 0.3614, atom 68 (O): -0.8723, atom 69 (H): 0.3592, atom 70 (H): 0.3125, atom 71 (H): 0.3451, atom 72 (H): 0.3394, atom 73 (H): 0.3769, atom 74 (H): 0.3499, atom 75 (H): 0.3407, atom 76 (C): 0.5104, atom 77 (H): 0.3433, atom 78 (H): 0.4033, atom 79 (C): -0.0579, atom 80 (H): 0.2127, atom 81 (H): 0.3211, atom 82 (H): 0.1666, atom 83 (F): -0.3722, atom 84 (C): 0.8067, atom 85 (O): -0.3985, atom 86 (F): -0.2766, atom 87 (H): 0.2785, atom 88 (C): -1.0030, atom 89 (H): 0.3761, atom 90 (H): 0.3570, atom 91 (C): 0.5466, atom 92 (H): 0.3738, atom 93 (C): -1.2863, atom 94 (H): 0.3184, atom 95 (H): 0.3611, atom 96 (O): -0.9524, atom 97 (F): -0.2774, atom 98 (H): 0.2990, atom 99 (H): 0.3987



(2)
DFT (wB97M-V/def2-TZVPD) results for the molecule CHClO3 in a non-equilibrium geometry.

Computed properties:
Energy above the lowest of the compared OMol25 structures with the same formula, charge and spin, kJ/mol: 285.0
Net charge: 0
LUMO (alpha / beta), eV: 0.00 / 0.00
SMILES: O=C(Cl)OO
Highest occupied orbital energy (alpha / beta), eV: -11.2 / -11.2

Geometry (Å):
O: 0.710 -0.004 -0.660
O: 0.559 1.370 -0.595
Cl: 0.239 -2.310 0.077
O: -1.100 0.078 0.875
C: -0.180 -0.652 0.123
H: -0.229 1.517 0.179

Cartesian forces, eV/Å:
-1.4 -1.4 1.1
-2.4 1.8 2.2
-0.8 0.5 0.3
5.6 -4.9 -4.6
-3.3 5.1 3.3
2.3 -1.1 -2.4

For reference, the Mulliken charges in units of e are: atom 1 (O): -0.0440, atom 2 (O): -0.3703, atom 3 (Cl): -0.0600, atom 4 (O): -0.5885, atom 5 (C): 0.6339, atom 6 (H): 0.4290



(3)
DFT (wB97M-V/def2-TZVPD) results for a cluster of 2 separate species, CHO4 in total in a non-equilibrium geometry.

Computed properties:
Expectation value of S²: 2.017
Energy above the lowest of the compared OMol25 structures with the same formula, charge and spin, kJ/mol: 402.0
Net charge: +1
LUMO (alpha / beta), eV: -6.61 / -9.13
Highest occupied orbital energy (alpha / beta), eV: -14.1 / -17.5
Multiplicity: 3

Geometry (Å):
H: 0.246 -1.191 -0.353
O: 2.594 1.076 -0.409
O: 2.917 -0.131 0.113
C: 0.313 -0.293 -0.813
O: 0.209 0.387 -1.694
O: 1.687 0.416 0.364

Cartesian forces, eV/Å:
-0.6 -2.8 1.8
4.3 4.5 -4.5
8.8 -4.6 -1.1
1.0 2.7 -1.8
-0.4 0.3 -0.2
-13.0 0.0 5.8

For reference, the Mulliken charges in units of e are: atom 1 (H): 0.4163, atom 2 (O): 0.1458, atom 3 (O): 0.1733, atom 4 (C): 0.3716, atom 5 (O): -0.0312, atom 6 (O): -0.0758



(4)
DFT (wB97M-V/def2-TZVPD) results for a cluster of 2 separate species, C3H12N2S in total in a non-equilibrium geometry.

Computed properties:
Energy above the lowest of the compared OMol25 structures with the same formula, charge and spin, kJ/mol: 65.9
Net charge: 0
LUMO, eV: 0.92
SMILES: CSC.NCN
Highest occupied orbital energy, eV: -8.6

Geometry (Å):
H: -2.496 1.340 -1.095
C: 0.560 1.792 0.910
H: 0.858 0.779 1.188
C: 0.982 -2.876 -0.168
H: 1.291 1.970 0.102
N: -0.163 -2.261 -0.763
H: -1.262 2.548 -1.704
H: 1.353 -3.667 -0.835
H: 0.696 -3.435 0.726
N: 2.032 -1.931 0.210
H: 2.983 -2.246 0.055
H: 0.077 -1.516 -1.390
C: -1.435 1.641 -1.140
H: -1.045 0.717 -1.546
H: 0.822 2.563 1.626
H: 1.897 -1.014 -0.190
S: -1.168 1.848 0.621
H: -0.806 -1.867 -0.098

Forces on atoms 1 to 6 (eV/Å):
0.0 0.8 -0.4
2.0 -0.5 -0.5
-0.1 0.2 0.8
0.6 -0.6 0.2
-0.9 0.4 -0.4
-0.6 -0.1 0.1

For reference, the Mulliken charges in units of e are: atom 1 (H): 0.2699, atom 2 (C): -0.8044, atom 3 (H): 0.2116, atom 4 (C): -0.2890, atom 5 (H): 0.3115, atom 6 (N): -0.5924, atom 7 (H): 0.3044, atom 8 (H): 0.2425, atom 9 (H): 0.3031, atom 10 (N): -0.4947, atom 11 (H): 0.1970, atom 12 (H): 0.2175, atom 13 (C): -0.7072, atom 14 (H): 0.1710, atom 15 (H): 0.3171, atom 16 (H): 0.1543, atom 17 (S): -0.0833, atom 18 (H): 0.2711



Number 1: molecular weight 886.57 g/mol. Number 2: molecular weight 96.47 g/mol. Number 3: molecular weight 77.02 g/mol. Number 4: molecular weight 108.21 g/mol.